1 | Density functional theory data (ωB97M-V with the def2-TZVPD basis set) for the ion C3H8N with charge +1.

```
12
Properties=species:S:1:pos:R:3:mulliken_charge:R:1
N 0.950 0.875 -0.078 -0.29
C -1.379 -0.026 -0.026 -1.29
C -0.023 -0.074 0.530 0.52
C 1.053 -0.878 -0.090 -0.41
H -1.452 0.120 -1.184 0.31
H -0.004 0.027 1.572 0.36
H 1.828 -1.056 0.677 0.30
H 1.056 -1.326 -1.085 0.31
H 1.722 0.989 0.491 0.28
H 0.644 1.358 -0.898 0.27
H -2.169 0.721 0.432 0.32
H -1.922 -0.969 0.121 0.33
```

Properties
Net charge: +1
Orbital gap (eV): 12.748
HOMO level (eV): -16.9311

---

2 | Density functional theory data (ωB97M-V with the def2-TZVPD basis set) for the ion C3H8N with charge +1.

```
12
Properties=species:S:1:pos:R:3:mulliken_charge:R:1
N 0.447 -1.876 -0.525 -0.27
C 0.197 0.606 -0.190 -0.23
C -0.162 -0.621 0.120 -0.16
C -0.515 1.794 0.457 -1.07
H -1.496 1.619 0.871 0.36
H -0.889 -0.831 0.888 0.31
H 0.390 -1.859 -1.534 0.37
H 1.436 -1.913 -0.229 0.38
H 0.999 0.976 -0.813 0.33
H 0.311 2.123 1.231 0.29
H -0.726 2.549 -0.354 0.32
H 0.009 -2.566 0.078 0.36
```

Properties
Net charge: +1
Orbital gap (eV): 11.173
HOMO level (eV): -15.0438

---

Stability, lowest: 1

---

1 | Density functional theory data (ωB97M-V with the def2-TZVPD basis set) for a cluster of 2 separate species, C4H7N2O3P in total.

```
17
Properties=species:S:1:pos:R:3:mulliken_charge:R:1
P -2.293 -0.623 -0.198 0.51
O -0.998 2.389 -1.848 -0.33
O -1.782 -1.943 -0.531 -0.52
O -2.236 -0.442 1.442 -0.49
N 2.158 -0.558 0.020 -0.42
N 0.592 0.957 0.918 -0.53
C 1.492 -0.152 1.217 -0.43
C -0.480 1.654 -1.112 0.27
C 0.273 0.793 -0.337 0.51
C 1.198 -0.204 -1.043 -0.49
H -2.455 0.396 1.870 0.33
H 3.055 0.119 -0.069 0.31
H -3.711 -0.547 -0.607 0.07
H 1.621 0.011 -2.075 0.33
H 2.118 0.126 2.135 0.29
H 0.796 -0.925 1.472 0.33
H 0.652 -1.051 -1.254 0.27
```

Properties
Orbital gap (alpha / beta) (eV): 6.588 / 7.939
HOMO level (alpha / beta) (eV): -7.7367 / -8.3829

---

2 | Density functional theory data (ωB97M-V with the def2-TZVPD basis set) for the molecule C4H7N2O3P.

```
17
Properties=species:S:1:pos:R:3:mulliken_charge:R:1
P -0.618 0.724 0.093 0.93
O 0.601 -0.424 -0.251 -0.35
O -0.846 1.667 -0.973 -0.68
O 2.356 0.647 0.473 -0.53
N -2.967 -0.731 -0.242 0.63
N -3.814 -1.443 -0.784 -0.94
C 1.884 -0.203 -0.204 0.78
C 2.670 -1.140 -1.181 -1.11
C -0.259 1.508 1.672 -0.98
C -1.948 -0.422 0.271 -0.02
H 1.938 -1.920 -1.398 0.30
H 2.688 -0.499 -2.003 0.32
H -0.186 2.575 1.533 0.31
H -1.005 1.235 2.437 0.39
H -4.826 -1.197 -0.528 0.25
H 0.680 1.051 2.101 0.33
H 3.651 -1.429 -1.015 0.38
```

Properties
Orbital gap (eV): 9.570
HOMO level (eV): -9.2312

---

Stability, lowest: 1

---

1 | Density functional theory data (ωB97M-V with the def2-TZVPD basis set) for a cluster of 2 separate species, C3H2N2S in total.

```
8
Properties=species:S:1:pos:R:3:mulliken_charge:R:1
S 4.310 -0.931 0.261 0.13
N 3.178 0.136 -0.291 -0.26
N 1.554 1.963 0.201 -0.48
C -1.034 -0.424 -0.505 -0.27
C -0.706 0.719 -0.408 -0.49
C 2.200 0.977 -0.011 0.60
H -0.440 1.781 -0.445 0.44
H -1.204 -1.545 -0.521 0.32
```

Properties
Orbital gap (alpha / beta) (eV): 6.768 / 6.820
HOMO level (alpha / beta) (eV): -9.7000 / -9.7327

---

2 | Density functional theory data (ωB97M-V with the def2-TZVPD basis set) for the molecule C3H2N2S.

```
8
Properties=species:S:1:pos:R:3:mulliken_charge:R:1
S -2.380 -0.026 -0.066 -0.17
N 1.437 -0.769 -0.034 -0.36
N 1.427 0.704 -0.143 -0.34
C 0.207 1.127 0.047 -0.26
C -0.744 0.020 0.106 0.44
C 0.229 -1.123 0.052 -0.20
H -0.145 -2.084 -0.105 0.45
H -0.033 2.152 0.144 0.45
```

Properties
Orbital gap (eV): 7.258
HOMO level (eV): -9.8278

---

Stability, lowest: 1

---

1 | Density functional theory data (ωB97M-V with the def2-TZVPD basis set) for the molecule C3H7NS2.

```
13
Properties=species:S:1:pos:R:3:mulliken_charge:R:1
S -1.470 -1.935 -0.206 -0.17
S 1.591 -2.095 -0.102 -0.35
N -0.481 -0.534 -0.210 -0.11
C 0.902 -0.617 -0.193 0.50
C 1.571 0.713 -0.124 -1.06
C -1.324 0.710 -0.075 -0.90
H 2.599 0.609 -0.401 0.34
H -1.391 1.283 -0.969 0.31
H 1.056 1.430 -0.774 0.31
H -2.295 0.372 0.272 0.33
H 1.532 1.052 0.927 0.28
H -0.950 1.318 0.730 0.36
H -1.340 -2.305 1.125 0.15
```

Properties
Orbital gap (eV): 8.681
HOMO level (eV): -8.0103

---

2 | Density functional theory data (ωB97M-V with the def2-TZVPD basis set) for the molecule C3H7NS2.

```
13
Properties=species:S:1:pos:R:3:mulliken_charge:R:1
S -1.394 1.439 -0.724 -0.06
S 1.232 0.917 0.493 0.01
N 2.144 -0.447 0.933 -0.32
C 3.429 -0.470 1.090 -0.23
C -2.670 0.215 -1.278 -0.78
C -0.433 0.198 0.198 -0.66
H 3.769 -1.429 1.481 0.25
H -2.388 -0.278 -2.236 0.26
H -0.385 -0.776 -0.279 0.35
H 4.096 0.402 0.951 0.22
H -2.739 -0.507 -0.457 0.25
H -1.008 0.004 1.131 0.37
H -3.652 0.731 -1.302 0.32
```

Properties
Orbital gap (eV): 9.561
HOMO level (eV): -8.7183

---

3 | Density functional theory data (ωB97M-V with the def2-TZVPD basis set) for the molecule C3H7NS2.

```
13
Properties=species:S:1:pos:R:3:mulliken_charge:R:1
S -2.844 -0.393 -0.470 -0.20
S 3.673 -0.470 -0.272 -0.35
N 1.124 -0.041 0.273 -0.11
C -0.182 0.529 0.039 -0.60
C -1.192 -0.620 0.231 -0.64
C 2.174 0.084 -0.497 -0.08
H -1.395 -0.922 1.287 0.37
H -0.866 -1.443 -0.415 0.30
H -3.023 0.738 0.172 0.10
H 1.251 -0.346 1.260 0.27
H -0.247 0.991 -0.929 0.41
H 1.945 0.617 -1.433 0.20
H -0.417 1.276 0.754 0.33
```

Properties
Orbital gap (eV): 9.029
HOMO level (eV): -8.4098

---

Stability, lowest: 2